Record 1
This record from the Open Molecules 2025 dataset describes C34H44Br14F9O4PS as an isolated structure. The level of theory is the ωB97M-V functional and the def2-TZVPD basis.

Geometry as XYZ:
```
107
Properties=species:S:1:pos:R:3
O 8.88447 1.55792 -0.15191
C 7.83546 1.10199 -0.53367
C 6.91559 0.30987 0.32122
C 6.61586 0.64737 1.63204
C 5.70122 -0.12518 2.32602
C 5.11043 -1.24259 1.75120
C 5.42119 -1.59188 0.44436
C 6.31881 -0.80262 -0.26394
C 6.64216 -1.08890 -1.68811
O 6.79250 -2.20438 -2.12321
C 6.73181 0.14623 -2.52367
C 6.18818 0.21821 -3.80680
C 5.47210 -0.93358 -4.45945
C 4.23378 -1.37594 -3.69278
C 3.11822 -0.30973 -3.67026
C 3.10867 0.31862 -2.27418
C 2.41292 1.65833 -2.14158
F 3.28885 2.52366 -1.52778
F 2.11592 2.24260 -3.31894
C 1.18762 1.71135 -1.19242
F 0.73612 2.96722 -1.14427
F 1.59309 1.38882 0.03779
S -0.28149 0.58721 -1.61153
F -1.11613 1.78794 -2.22064
F 0.28411 0.26938 -3.04801
F 0.48719 -0.64872 -0.99121
F -0.90461 0.91603 -0.18732
F -1.50065 -0.36910 -1.89906
C 6.28221 1.44031 -4.46080
C 6.89181 2.55159 -3.88450
P 6.88783 4.10349 -4.88787
O 5.55959 4.83259 -4.24495
O 8.12023 4.89345 -4.17280
C 7.43228 2.45725 -2.61047
C 7.33997 1.25411 -1.93259
H 7.06854 1.51675 2.08169
H 5.43332 0.14896 3.33493
H 4.39243 -1.85382 2.28993
H 4.98515 -2.44985 -0.04577
H 5.14664 -0.58145 -5.43840
H 6.14312 -1.76384 -4.65590
H 3.85793 -2.27600 -4.17417
H 4.45741 -1.66550 -2.66989
H 3.35458 0.43592 -4.42305
H 2.19090 -0.81978 -3.89789
H 4.15074 0.49512 -2.02269
H 2.73352 -0.39834 -1.55097
H 5.84846 1.55155 -5.44665
H 5.14635 4.27280 -3.57683
H 8.07590 4.85908 -3.21007
H 7.89009 3.29896 -2.11277
Br 3.05861 -3.64323 2.32164
C 1.91864 -4.83166 3.36558
C 2.71963 -5.91795 4.02729
Br 3.24945 -7.29947 2.76557
H 1.16316 -5.21618 2.69141
H 1.44746 -4.19251 4.10732
H 2.11465 -6.42358 4.77604
H 3.63045 -5.54539 4.48393
Br -8.34916 1.59337 0.03642
C -6.66395 2.55835 -0.04420
C -5.48707 1.65843 0.20399
Br -5.29361 1.20587 2.08873
H -6.73247 3.36531 0.67735
H -6.61510 2.97106 -1.04892
H -4.56740 2.16484 -0.06420
H -5.55909 0.72037 -0.33581
Br -11.08847 -1.15875 3.45944
C -9.40222 -0.19837 3.29913
C -8.22510 -1.10835 3.51527
Br -7.99325 -1.52246 5.40272
H -9.43964 0.61798 4.01243
H -9.38937 0.20320 2.29135
H -7.30499 -0.61940 3.20543
H -8.32613 -2.05464 2.99412
Br -1.79610 -5.01963 2.99387
C -2.62597 -3.29404 3.35216
C -1.64969 -2.15958 3.18614
Br -0.42973 -2.03308 4.69893
H -3.04340 -3.34644 4.35199
H -3.43335 -3.20987 2.62829
H -2.17454 -1.20700 3.16152
H -1.03874 -2.25891 2.29451
Br 5.74538 8.11522 -9.40734
C 7.26301 8.65189 -8.31511
C 8.23517 7.52127 -8.10941
Br 7.58724 6.20807 -6.81296
H 6.85798 9.02323 -7.37978
H 7.73359 9.46832 -8.85799
H 9.16759 7.89991 -7.69613
H 8.43734 6.97662 -9.02544
Br -5.54508 -5.44589 4.41215
C -7.19538 -5.49080 5.44140
C -6.99690 -6.14466 6.78145
Br -6.86324 -8.07889 6.63617
H -7.93049 -6.00371 4.83052
H -7.48614 -4.45082 5.56634
H -7.85699 -5.95942 7.42039
H -6.09388 -5.80536 7.27743
Br -14.61842 2.53550 3.90767
C -14.40124 0.61168 3.72015
C -15.66902 -0.12939 4.04860
Br -15.98707 -0.20960 5.96471
H -13.57341 0.32761 4.35930
H -14.12616 0.45216 2.68032
H -15.59433 -1.16474 3.72423
H -16.54551 0.33002 3.60451
```

The relative energy (zero: lowest compared OMol25 entry of this formula, charge and spin) is 0.00 kJ/mol. As for the LUMO energy: -0.90 eV. Its gap between HOMO and LUMO is 8.212 eV.

Record 2
This record from the Open Molecules 2025 dataset describes a 3-piece molecular cluster, C34H44ClN2O11S2 overall. The level of theory is the ωB97M-V functional and the def2-TZVPD basis.

Geometry as XYZ:
```
94
Properties=species:S:1:pos:R:3
C -0.95585 1.87477 2.06430
C -1.35975 2.02935 0.50940
N -2.57505 1.25319 0.10879
C -2.65029 1.37356 -1.41042
C -3.25719 2.82358 -1.85460
C -2.42196 -0.20006 0.35940
S -3.22729 -0.82492 1.71825
S -1.43590 -1.31210 -0.75650
C -2.11316 -3.03578 -0.70541
C -1.24246 -4.06487 0.18662
C 0.31493 -3.69513 0.28485
C 0.69686 -2.71828 1.48201
N -0.28558 -2.34634 2.49329
C 0.00887 -1.42272 3.58116
C 1.38555 -0.75540 3.75674
Cl 1.74919 0.44641 5.08963
C 2.49866 -1.13211 2.72604
C 3.91874 -0.43216 2.91094
O 4.98055 -1.08088 3.07380
O 3.98647 0.99211 2.84595
C 3.56987 1.48089 1.54499
C 2.15191 -2.13346 1.56261
C 3.32977 -2.47391 0.54366
C 3.01771 -2.13326 -0.99990
C 2.12112 -0.82118 -1.24066
C 2.80081 0.16773 -2.35582
C 1.78848 0.50063 -3.58075
C 1.02452 1.90225 -3.25840
O 1.97241 2.94728 -3.65267
C 1.46333 4.26776 -3.26118
H -1.78707 2.20371 2.77303
H -0.58702 0.81438 2.28582
H -0.04682 2.56714 2.25740
H -0.43167 1.83776 -0.13394
H -1.62889 3.14699 0.37064
H -1.59760 1.31798 -1.88365
H -3.33577 0.54540 -1.80157
H -2.34501 3.52749 -1.95925
H -3.77912 2.77202 -2.87038
H -3.91969 3.24620 -1.01864
H -3.21582 -3.05469 -0.40595
H -2.07079 -3.44154 -1.78896
H -1.76061 -4.24149 1.19287
H -1.29833 -5.07928 -0.36915
H 0.87556 -4.68961 0.48737
H 0.65121 -3.34393 -0.74762
H -1.26498 -2.69488 2.47836
H -0.80168 -1.16002 4.35792
H 2.51112 1.13835 1.23299
H 4.27352 1.15937 0.68844
H 3.52319 2.63560 1.54859
H 3.49356 -3.61999 0.59977
H 4.33503 -2.00416 0.80319
H 2.58212 -3.07817 -1.50743
H 4.04576 -1.98030 -1.51020
H 1.95863 -0.17119 -0.31814
H 1.13996 -1.18190 -1.72996
H 3.82616 -0.19816 -2.69805
H 2.98825 1.18897 -1.83946
H 1.03210 -0.33973 -3.74789
H 2.41812 0.69032 -4.52672
H 0.77697 1.96024 -2.12639
H 0.09042 2.02070 -3.91105
H 0.44971 4.07759 -2.74276
H 2.20180 4.75248 -2.53121
H 1.35116 4.87712 -4.22980
C -7.58750 4.10230 -6.13483
C -6.44399 3.89104 -5.48063
C -6.04957 4.73102 -4.31341
O -5.00442 4.49692 -3.72638
C -6.94515 5.82170 -3.91736
C -8.08795 6.03574 -4.57389
C -8.49532 5.17862 -5.72345
O -9.55358 5.39119 -6.28769
O -8.92732 7.04574 -4.21891
O -5.58934 2.89653 -5.85302
H -7.88622 3.49875 -6.98162
H -6.63893 6.43469 -3.08033
H -9.67907 6.99011 -4.84160
H -4.84183 2.94940 -5.22700
C 3.69504 -4.15399 6.66305
C 4.10032 -5.37713 7.01052
C 5.14471 -6.09989 6.23127
O 5.50307 -7.20778 6.58920
C 5.70072 -5.43830 5.04672
C 5.29567 -4.21490 4.69305
C 4.26674 -3.48023 5.49284
O 3.92562 -2.35868 5.16101
O 5.81450 -3.60066 3.58509
O 3.57600 -6.01381 8.09235
H 2.93912 -3.61849 7.22213
H 6.44503 -5.98248 4.48104
H 5.38248 -2.71740 3.51542
H 4.03239 -6.87771 8.13209
```

As for the net charge: +1. As for the LUMO energy: -4.74 eV. Its gap between HOMO and LUMO is 6.510 eV.

Record 3
This record from the Open Molecules 2025 dataset describes C34H44CsN5OPSe2 as an isolated structure. The level of theory is the ωB97M-V functional and the def2-TZVPD basis.

Geometry as XYZ:
```
88
Properties=species:S:1:pos:R:3
Cs -0.22015 -0.74345 0.25948
N 4.35624 3.03076 3.99670
C 3.48865 2.44252 2.88110
C 4.35248 1.90784 1.76809
C 3.42975 1.08187 0.81189
N 3.17108 -0.24361 1.30830
C 2.14281 1.86132 0.48356
C 1.46813 2.69772 1.59072
N 0.67363 2.01062 2.59880
C 2.54871 3.49746 2.35917
H 4.99745 2.32870 4.36337
H 3.75014 3.37147 4.74290
H 4.88562 3.80577 3.59921
H 2.90511 1.64468 3.35000
H 5.13398 1.23478 2.13684
H 4.82536 2.73491 1.22469
H 3.98278 0.98389 -0.12736
H 2.41572 -0.39230 1.99657
H 4.00970 -0.74629 1.56034
H 1.42352 1.14350 0.09215
H 2.36382 2.53352 -0.34967
H 0.82565 3.41812 1.08064
H -0.31344 2.11934 2.38624
H 0.81738 0.98110 2.65928
H 2.03997 4.03486 3.16334
H 3.07325 4.21059 1.71209
Se -1.88635 2.31379 0.11096
P -3.44491 1.15946 -0.79431
Se -3.47793 -0.97076 -0.57348
C -5.05426 1.88230 -0.29452
C -6.11546 1.08965 0.12102
C -7.31794 1.67716 0.49217
C -7.47099 3.05497 0.43768
C -6.41218 3.84907 0.01510
C -5.20662 3.26755 -0.34281
C -3.32636 1.47644 -2.58583
C -2.07060 1.34162 -3.17702
C -1.93459 1.48060 -4.54646
C -3.04598 1.76844 -5.33254
C -4.29384 1.90819 -4.74651
C -4.43831 1.75568 -3.37103
H -5.98672 0.01484 0.15503
H -8.14327 1.05935 0.82531
H -8.41033 3.50972 0.72811
H -6.52805 4.92558 -0.02668
H -4.36169 3.87317 -0.64699
H -1.19733 1.12096 -2.57276
H -0.95788 1.35479 -4.99953
H -2.93989 1.88012 -6.40509
H -5.16337 2.12852 -5.35453
H -5.41377 1.84418 -2.90886
C -0.09400 -2.80529 3.56079
C 0.20874 -1.31717 3.82127
C -1.11522 -0.56614 4.06957
O 0.94330 -0.75567 2.81029
H -0.63602 -3.27209 4.38835
H 0.84476 -3.34556 3.41816
H -0.69167 -2.91979 2.64936
H 0.76756 -1.28590 4.78923
H -1.71378 -0.52985 3.15253
H -0.90261 0.46357 4.36684
H -1.71082 -1.03904 4.85556
C 2.71260 -7.47260 1.10707
C 2.23661 -6.11803 0.66199
C 2.61123 -4.95133 1.31208
C 2.13609 -3.72621 0.86558
N 1.32992 -3.60348 -0.18718
C 0.97099 -4.72144 -0.81438
C 1.38937 -5.98404 -0.43326
H 3.32929 -7.40051 2.00190
H 3.29824 -7.94988 0.31963
H 1.86153 -8.11988 1.32396
H 3.26635 -4.99475 2.17464
H 2.40056 -2.79858 1.36233
H 0.31579 -4.59089 -1.66935
H 1.05961 -6.85912 -0.98066
N 2.12520 -0.64572 -7.89346
C 1.88761 -0.51786 -6.77199
C 1.60266 -0.35502 -5.38320
C 0.75397 -1.24053 -4.70775
C 0.49494 -1.06422 -3.35867
C 1.03632 -0.01797 -2.57907
C 1.88484 0.84287 -3.30879
C 2.16882 0.69982 -4.65689
H 0.30256 -2.05726 -5.26446
H -0.18995 -1.77854 -2.89448
H 2.34084 1.68733 -2.78911
H 2.82501 1.39568 -5.17328
```

As for the net charge: -1. The relative energy (zero: lowest compared OMol25 entry of this formula, charge and spin) is 13.09 kJ/mol. As for the LUMO energy: 0.48 eV. Its gap between HOMO and LUMO is 3.954 eV.